Entry 1:
Molecular formula: C16H31CaF3P2
Method: DFT, ωB97M-V with the def2-TZVPD basis set

Summary:
**Charge**: 0
**HOMO energy**: -5.8 eV
**Kohn-Sham gap**: 0.177 hartree
**Electronic energy**: -2287.8058 Ha

Last column: natural (NBO) charge in e.
CARTESIAN COORDINATES (ANGSTROEM)
1 P 0.5764 -1.4416 -5.4194  0.812
2 P 1.0318 1.6632 -5.3247  0.732
3 C 0.4094 -0.5304 -7.0484  -0.715
4 C 1.2301 0.7668 -7.0166  -0.673
5 H -0.6720 -0.3489 -7.2074  0.227
6 H 0.7406 -1.2090 -7.8496  0.224
7 H 2.3041 0.5607 -7.1641  0.217
8 H 0.8723 1.4476 -7.8094  0.222
9 C -0.5163 2.4281 -5.9608  -0.921
10 H -0.8428 3.2083 -5.2800  0.233
11 H -1.3292 1.7150 -6.1103  0.235
12 H -0.3238 2.8864 -6.9347  0.221
13 C 2.0687 3.1383 -5.5983  -0.952
14 H 1.6340 3.7791 -6.3763  0.230
15 H 3.0890 2.8437 -5.8671  0.233
16 H 2.0699 3.6832 -4.6457  0.237
17 C -0.6781 -2.7452 -5.8011  -0.936
18 H -0.8389 -3.3646 -4.9077  0.234
19 H -0.3537 -3.3979 -6.6269  0.219
20 H -1.6348 -2.2644 -6.0722  0.242
21 C 2.1896 -2.2825 -5.6100  -0.959
22 H 2.9876 -1.5198 -5.6253  0.222
23 H 2.2239 -2.8899 -6.5316  0.225
24 H 2.3189 -2.9242 -4.7224  0.245
25 Ca 2.4881 0.4010 -2.2559  1.590
26 C -1.8057 1.6918 -1.9816  -0.210
27 C -2.3250 1.7881 -3.2340  -0.201
28 C -3.0052 0.6433 -3.9347  -0.468
29 C -3.5519 -0.2664 -2.7933  -0.466
30 C -2.6869 -1.4445 -2.5284  -0.160
31 C -1.3969 -1.5039 -2.9405  -0.233
32 C -0.4688 -0.2646 -2.9378  -0.484
33 C -0.6437 0.6979 -1.7526  -0.455
34 C 2.2730 -1.2499 -0.5585  -1.335
35 H -2.1026 2.3385 -1.0780  0.235
36 H -2.1809 2.7433 -3.8363  0.203
37 H -2.2648 0.1413 -4.5610  0.218
38 H -3.7561 0.8849 -4.7170  0.232
39 H -3.5102 0.2490 -1.8349  0.238
40 H -4.6048 -0.4977 -2.9548  0.227
41 H -3.0036 -2.1619 -1.7422  0.220
42 H -0.9077 -2.4653 -3.2310  0.203
43 H -0.5056 0.3304 -3.8710  0.241
44 H 0.5591 -0.7596 -2.9723  0.179
45 H -0.6269 0.0866 -0.8334  0.255
46 H 0.3289 1.3198 -1.6891  0.171
47 H 2.6556 -0.9668 0.4425  0.231
48 H 2.8934 -2.0687 -0.9437  0.152
49 H 1.2126 -1.5123 -0.5266  0.194
50 F 2.9459 1.1619 1.3630  -0.419
51 C 1.8061 1.1907 0.5823  0.455
52 F 0.7913 0.8639 1.5154  -0.426
53 F 1.6313 2.5353 0.3024  -0.443

=====

Entry 2:
Molecular formula: C16H31Cl18IO5S
Method: DFT, ωB97M-V with the def2-TZVPD basis set

Summary:
**Charge**: 0
**HOMO energy**: -9.6 eV
**Kohn-Sham gap**: 0.351 hartree
**Electronic energy**: -9983.5544 Ha

Last column: Löwdin charge in e.
CARTESIAN COORDINATES (ANGSTROEM)
1 C -2.6678 -2.5830 4.2867  -0.194
2 C -1.4252 -3.5657 4.8231  -0.655
3 I -1.3532 -3.2005 7.0240  0.719
4 C 0.0022 -3.0125 4.2317  -0.361
5 O 0.1561 -3.1338 2.7702  -0.374
6 S 1.8398 -3.1852 2.3411  1.067
7 O 2.0625 -4.0460 1.0739  -0.440
8 O 2.3967 -1.5997 1.9279  -0.368
9 C 2.7893 -0.9476 3.1870  -0.276
10 C 2.9508 0.6844 3.0999  -0.192
11 C 1.5418 1.5221 3.1231  -0.082
12 C 0.2512 0.7338 2.4905  -0.250
13 O -0.7999 0.2594 3.1766  -0.048
14 O 0.1792 0.5495 1.0028  -0.040
15 H -2.6348 -1.6367 4.9792  0.058
16 H -3.6832 -3.1673 4.3026  0.012
17 H -2.3552 -2.2402 3.2124  0.082
18 H -1.6351 -4.6942 4.5952  0.101
19 H 0.0287 -1.8451 4.4788  0.106
20 H 0.9588 -3.4538 4.7926  0.115
21 H 3.8595 -1.3928 3.4691  0.052
22 H 2.0980 -1.1764 4.1033  0.120
23 H 3.6407 1.0452 2.2014  0.106
24 H 3.5454 1.0071 4.0832  0.086
25 H 1.7007 2.5070 2.4800  0.136
26 H 1.2453 1.8816 4.1988  0.137
27 H -0.7796 0.2993 0.7542  0.142
28 C -6.6834 -1.4574 3.9751  -1.015
29 Cl -7.0088 -0.5423 5.4521  0.502
30 Cl -6.1856 -3.1121 4.3486  0.529
31 H -7.5914 -1.4875 3.3679  0.028
32 H -5.8837 -0.9623 3.4187  0.030
33 C 1.3742 -3.9932 -2.0543  -1.034
34 Cl 2.2987 -4.1939 -3.5477  0.497
35 Cl -0.0366 -5.0583 -2.0316  0.509
36 H 2.0159 -4.2345 -1.2035  -0.006
37 H 1.0382 -2.9560 -1.9806  0.030
38 C 0.7250 2.2140 -2.0900  -1.018
39 Cl 1.6957 3.4530 -1.2852  0.498
40 Cl -0.8243 2.8714 -2.6308  0.493
41 H 1.2745 1.8389 -2.9568  0.032
42 H 0.5394 1.3965 -1.3888  0.003
43 C -3.5557 -4.7639 -4.1015  -1.035
44 Cl -5.1316 -4.6187 -3.3138  0.495
45 Cl -3.2055 -3.3414 -5.0909  0.486
46 H -2.7829 -4.8635 -3.3355  -0.009
47 H -3.5578 -5.6502 -4.7408  0.031
48 C 6.4164 -1.2432 1.5152  -0.991
49 Cl 6.2205 -1.2359 3.2721  0.541
50 Cl 7.1744 0.2518 0.9535  0.505
51 H 7.0458 -2.0899 1.2309  0.033
52 H 5.4333 -1.3410 1.0481  0.029
53 C -0.1359 5.2896 -5.7778  -1.036
54 Cl 1.3859 4.5208 -6.2448  0.505
55 Cl -0.7124 6.3801 -7.0441  0.526
56 H -0.8874 4.5154 -5.6056  -0.051
57 H 0.0216 5.8616 -4.8601  0.033
58 C -3.8413 1.4076 -5.0165  -1.007
59 Cl -4.1367 1.0936 -3.3022  0.495
60 Cl -2.9128 2.8953 -5.2400  0.506
61 H -3.2802 0.5710 -5.4400  0.029
62 H -4.8006 1.5063 -5.5306  0.032
63 C 6.3350 2.7765 5.0878  -1.004
64 Cl 5.2866 3.8403 6.0334  0.506
65 Cl 5.6117 2.4012 3.5190  0.534
66 H 7.2947 3.2736 4.9274  0.032
67 H 6.4891 1.8463 5.6402  0.031
68 C -3.2508 6.3603 -9.9280  -1.042
69 Cl -2.3263 6.1596 -11.4213  0.496
70 Cl -4.6616 5.2952 -9.9053  0.493
71 H -2.6091 6.1190 -9.0771  -0.031
72 H -3.5868 7.3975 -9.8543  0.030

=====

Entry 3:
Molecular formula: C16H31F9N3O2P2S
Method: DFT, ωB97M-V with the def2-TZVPD basis set

Summary:
**Charge**: +1
**HOMO energy**: -11.4 eV
**Kohn-Sham gap**: 0.308 hartree
**SMILES**: CN(C)C(=O)C[C@@H]1[NH2+]C[C@H]([PH2]=N)[C@@H](P(C)O)[C@@H]1CCCCC(F)(F)C(F)(F)S(F)(F)(F)(F)F
**Electronic energy**: -2922.3702 Ha

Last column: natural (NBO) charge in e.
CARTESIAN COORDINATES (ANGSTROEM)
1 C 1.1294 -1.4465 3.5208  -0.420
2 N 1.7745 -0.1714 3.1306  -0.542
3 C 3.1252 0.0099 3.6837  -0.412
4 C 0.9380 0.9434 3.3786  0.715
5 O 0.9734 1.6176 4.3661  -0.520
6 C -0.0476 1.2564 2.2526  -0.542
7 C 0.6215 1.3157 0.8895  -0.031
8 N 1.3977 2.6032 0.8040  -0.513
9 C 2.4710 2.5183 -0.2449  -0.219
10 C 1.9579 1.7673 -1.4919  -0.572
11 P 2.9508 2.3914 -2.9425  1.360
12 N 2.1599 2.9858 -4.1401  -1.303
13 C 0.4298 1.9086 -1.6078  -0.529
14 P -0.4922 1.1054 -3.0692  1.137
15 C 0.8358 0.1819 -3.9383  -1.019
16 O -0.7363 2.4374 -3.9936  -0.980
17 C -0.2713 1.2454 -0.3653  -0.247
18 C -1.6646 1.8798 -0.1813  -0.417
19 C -2.7841 1.0065 0.4022  -0.385
20 C -2.9883 -0.3267 -0.3328  -0.423
21 C -2.1482 -1.4933 0.2178  -0.479
22 C -2.9788 -2.6908 0.6368  0.654
23 F -3.5075 -2.4460 1.8660  -0.326
24 F -4.0206 -2.9126 -0.1843  -0.311
25 C -2.1388 -4.0047 0.8248  0.465
26 F -2.7527 -4.8131 1.6853  -0.285
27 F -0.9560 -3.6342 1.3650  -0.322
28 S -1.7795 -5.0462 -0.7395  2.370
29 F -0.2278 -4.7187 -0.6832  -0.461
30 F -1.9825 -3.7623 -1.6765  -0.475
31 F -3.3225 -5.3762 -0.8366  -0.448
32 F -1.5368 -6.3251 0.1456  -0.446
33 F -1.5302 -5.9019 -2.0257  -0.433
34 H 0.7700 -1.9992 2.6514  0.207
35 H 1.8587 -2.0682 4.0352  0.227
36 H 0.2969 -1.2831 4.2095  0.206
37 H 3.3778 1.0693 3.7195  0.205
38 H 3.2193 -0.3748 4.7023  0.206
39 H 3.8454 -0.5023 3.0452  0.206
40 H -0.8073 0.4746 2.2561  0.265
41 H -0.5264 2.2052 2.5050  0.242
42 H 1.3687 0.5204 0.8704  0.246
43 H 1.8272 2.8281 1.7043  0.441
44 H 0.7467 3.3607 0.5837  0.434
45 H 2.7798 3.5409 -0.4611  0.228
46 H 3.3031 1.9913 0.2213  0.233
47 H 2.2100 0.7091 -1.3741  0.239
48 H 3.7243 1.2455 -3.2027  -0.067
49 H 3.8810 3.2419 -2.3136  -0.064
50 H 2.3888 3.9490 -4.3524  0.403
51 H 0.1818 2.9776 -1.6359  0.235
52 H 0.3489 -0.6076 -4.5135  0.259
53 H 1.4207 0.8172 -4.6041  0.268
54 H 1.4918 -0.3209 -3.2220  0.227
55 H -0.5253 2.3099 -4.9260  0.510
56 H -0.3643 0.1809 -0.6001  0.235
57 H -1.5603 2.7914 0.4242  0.194
58 H -2.0088 2.2163 -1.1620  0.234
59 H -3.7084 1.5822 0.3293  0.231
60 H -2.6455 0.8268 1.4706  0.192
61 H -4.0473 -0.5803 -0.3056  0.242
62 H -2.7350 -0.1861 -1.3850  0.230
63 H -1.4028 -1.8227 -0.5055  0.233
64 H -1.6080 -1.1972 1.1198  0.214

=====

Entry 4:
Molecular formula: C16H31FN10O22
Method: DFT, ωB97M-V with the def2-TZVPD basis set

Summary:
**Charge**: 0
**HOMO energy**: -10.8 eV
**Kohn-Sham gap**: 0.353 hartree
**SMILES**: C[C@@H](F)C1=C(OC#N)C(=O)OC1=O.C[N+](=O)[O-].C[N+](=O)[O-].C[N+](=O)[O-].C[N+](=O)[O-].C[N+](=O)[O-].C[N+](=O)[O-].C[N+](=O)[O-].C[N+](=O)[O-].C[N+](=O)[O-]
**Electronic energy**: -2930.0720 Ha

Last column: Löwdin charge in e.
CARTESIAN COORDINATES (ANGSTROEM)
1 C -1.6580 1.5288 -4.8306  0.007
2 C -2.5968 0.3275 -4.8225  -0.305
3 F -2.7161 -0.2520 -6.0771  0.013
4 C -2.2229 -0.6900 -3.7986  0.027
5 C -1.4767 -1.7852 -3.8822  -0.071
6 O -0.8002 -2.3699 -4.9245  0.135
7 C -0.0562 -1.5915 -5.6675  -0.280
8 N 0.4764 -0.9201 -6.4341  0.217
9 C -1.4182 -2.4449 -2.5353  -0.358
10 O -0.6251 -3.2015 -2.0902  0.200
11 O -2.5145 -1.9477 -1.8577  0.149
12 C -2.7276 -0.6723 -2.3847  -0.363
13 O -3.2047 0.2159 -1.7699  0.200
14 H -0.7913 1.3357 -5.4589  0.081
15 H -2.2152 2.3974 -5.1739  0.071
16 H -1.3250 1.7457 -3.8145  0.087
17 H -3.5857 0.7055 -4.5460  0.155
18 C -1.4381 -6.1002 -3.1193  0.048
19 N -1.9959 -7.0045 -4.1617  -0.439
20 O -1.5981 -6.8744 -5.3014  0.066
21 O -2.8194 -7.8204 -3.7996  0.060
22 H -0.7227 -5.4350 -3.5866  0.086
23 H -2.2694 -5.5503 -2.6890  0.100
24 H -0.9643 -6.7234 -2.3672  0.108
25 C -1.4683 1.2286 0.9969  0.057
26 N -0.2817 1.5589 0.1617  -0.429
27 O 0.5631 2.3022 0.6129  0.071
28 O -0.2387 1.0500 -0.9430  0.047
29 H -1.4003 1.7339 1.9513  0.053
30 H -2.3431 1.5497 0.4391  0.097
31 H -1.4732 0.1499 1.1233  0.108
32 C -0.8171 2.7618 6.0570  0.041
33 N -1.0760 2.5430 4.6077  -0.437
34 O -0.5107 3.2591 3.8088  0.074
35 O -1.8489 1.6508 4.3072  0.047
36 H -0.1220 3.5829 6.1728  0.056
37 H -1.7684 2.9889 6.5273  0.103
38 H -0.4110 1.8341 6.4503  0.105
39 C -3.9196 1.4859 -8.9589  0.048
40 N -3.5438 2.3675 -7.8216  -0.448
41 O -2.4668 2.9193 -7.8644  0.076
42 O -4.3495 2.4636 -6.9149  0.050
43 H -3.1100 1.4955 -9.6784  0.096
44 H -4.0786 0.4916 -8.5525  0.096
45 H -4.8374 1.8799 -9.3847  0.099
46 C 0.9007 6.0157 9.4314  0.038
47 N 0.2679 5.1311 8.4222  -0.433
48 O 0.5535 5.2980 7.2534  0.053
49 O -0.5010 4.2839 8.8331  0.063
50 H 1.5595 6.7037 8.9169  0.100
51 H 0.1069 6.5443 9.9523  0.103
52 H 1.4545 5.3839 10.1136  0.072
53 C 4.7993 2.7624 9.4873  0.044
54 N 3.8436 3.8910 9.6386  -0.429
55 O 3.8978 4.5708 10.6413  0.079
56 O 3.0560 4.0623 8.7263  0.050
57 H 5.4380 2.7293 10.3618  0.101
58 H 4.2163 1.8534 9.3884  0.098
59 H 5.3729 2.9447 8.5865  0.086
60 C -1.9177 -10.1203 -5.7777  0.028
61 N -1.3268 -11.4469 -6.1071  -0.454
62 O -1.5823 -11.9324 -7.1895  0.064
63 O -0.6219 -11.9569 -5.2601  0.057
64 H -2.5145 -9.7896 -6.6185  0.097
65 H -2.5247 -10.2443 -4.8876  0.092
66 H -1.0962 -9.4375 -5.5898  0.085
67 C 5.4128 1.5968 5.6132  0.051
68 N 5.4797 0.3732 6.4605  -0.442
69 O 5.3539 -0.6997 5.9187  0.088
70 O 5.6543 0.5408 7.6545  0.038
71 H 5.2533 1.2918 4.5863  0.096
72 H 4.5871 2.2012 5.9794  0.098
73 H 6.3559 2.1227 5.7287  0.102
74 C 2.9098 2.5785 -1.9865  0.043
75 N 2.5667 2.2975 -3.4070  -0.450
76 O 3.1119 2.9586 -4.2661  0.068
77 O 1.7547 1.4189 -3.6075  0.045
78 H 3.6413 3.3775 -1.9624  0.093
79 H 1.9938 2.8617 -1.4773  0.075
80 H 3.3108 1.6635 -1.5621  0.102

=====

Entry 5:
Molecular formula: C16H31NO3P2W
Method: DFT, ωB97M-V with the def2-TZVPD basis set

Summary:
**Expectation value of S²**: 2.045
**Charge**: 0
**Spin multiplicity**: 3
**HOMO energy (alpha / beta)**: -5.1 / -6.5 eV
**Kohn-Sham gap (alpha / beta)**: 0.199 / 0.232 hartree
**Electronic energy**: -1658.4876 Ha

Last column: natural (NBO) charge in e.
CARTESIAN COORDINATES (ANGSTROEM)
1 W 0.0266 0.2447 0.1840  0.895
2 P 2.5124 -0.1771 0.0103  1.054
3 P -2.5822 0.2677 0.3972  0.962
4 N -0.1735 0.6664 -1.6838  -0.706
5 H 0.9135 1.5729 0.4989  -0.138
6 C 3.1135 -1.7088 -0.7657  -0.950
7 H 4.2182 -1.7475 -0.6948  0.229
8 H 2.8163 -1.7334 -1.8251  0.258
9 H 2.6789 -2.5702 -0.2379  0.232
10 C 3.2495 -0.1956 1.6558  -0.959
11 H 4.3342 -0.3698 1.5633  0.228
12 H 2.7895 -1.0076 2.2330  0.244
13 H 3.0742 0.7609 2.1648  0.250
14 C 3.4729 1.1104 -0.8866  -0.934
15 H 4.5549 0.8920 -0.7960  0.223
16 H 3.2501 2.0868 -0.4421  0.252
17 H 3.1732 1.1286 -1.9430  0.261
18 C -3.6260 -1.0224 -0.3733  -0.931
19 H -4.6926 -0.7495 -0.2967  0.231
20 H -3.4462 -1.9817 0.1286  0.248
21 H -3.3565 -1.1163 -1.4336  0.253
22 C -3.0995 0.3148 2.1367  -0.952
23 H -4.1384 0.6754 2.1974  0.224
24 H -2.4324 0.9541 2.7340  0.281
25 H -3.0278 -0.7083 2.5282  0.246
26 C -3.2054 1.8091 -0.3701  -0.934
27 H -4.2997 1.8496 -0.2531  0.223
28 H -2.9418 1.8130 -1.4370  0.264
29 H -2.7428 2.6748 0.1218  0.248
30 C -0.1388 1.5200 -2.6788  0.113
31 C -0.0453 2.0061 -5.0683  -0.184
32 C -0.1124 1.0736 -4.0464  -0.293
33 C -0.0838 2.9309 -2.4052  -0.257
34 C -0.0322 3.8318 -3.4617  -0.211
35 C -0.0103 3.3862 -4.7888  -0.310
36 H -0.0142 1.6662 -6.1037  0.202
37 H -0.1402 -0.0078 -4.2150  0.206
38 H -0.0817 3.2682 -1.3576  0.202
39 H -0.0013 4.9000 -3.2427  0.204
40 H 0.0378 4.1093 -5.6079  0.204
41 C -0.3105 -3.1199 2.0869  0.634
42 O -0.7909 -2.3797 1.2081  -0.597
43 C 0.5108 -4.2950 1.6480  -0.722
44 H 1.0888 -4.7292 2.4720  0.220
45 H 1.1605 -4.0065 0.8169  0.238
46 H -0.1841 -5.0501 1.2478  0.253
47 C -0.5658 -2.9500 3.5549  -0.736
48 H -1.5601 -3.3526 3.7839  0.251
49 H -0.5136 -1.9041 3.8622  0.274
50 H 0.1379 -3.5409 4.1503  0.220
51 O -0.5005 1.0345 4.1733  -0.629
52 C 0.3095 0.7630 3.2950  0.671
53 O 0.0562 0.0099 2.2376  -0.829
54 H 1.3712 1.1033 3.3238  0.076

=====

Entry 6:
Molecular formula: C16H31NP2SSn
Method: DFT, ωB97M-V with the def2-TZVPD basis set

Summary:
**Charge**: +2
**HOMO energy (alpha / beta)**: -14.3 / -14.3 eV
**Kohn-Sham gap (alpha / beta)**: 0.254 / 0.251 hartree
**Electronic energy**: -1977.4401 Ha

Last column: natural (NBO) charge in e.
CARTESIAN COORDINATES (ANGSTROEM)
1 P 0.3751 -1.8278 -1.2357  1.520
2 P 0.4025 2.0031 -0.6229  1.384
3 C 0.2634 -0.3233 -2.2419  -0.766
4 C 1.1633 0.8282 -1.7863  -0.757
5 H -0.8081 -0.0501 -2.2803  0.287
6 H 0.5567 -0.6151 -3.2635  0.286
7 H 2.1049 0.4690 -1.3337  0.257
8 H 1.4291 1.4254 -2.6726  0.287
9 C -0.2702 3.3018 -1.7559  -0.929
10 H -0.6506 4.1350 -1.1467  0.270
11 H -1.0712 2.9366 -2.4101  0.253
12 H 0.5567 3.6883 -2.3676  0.259
13 C 1.6718 3.0178 0.1638  -0.964
14 H 1.9566 3.8630 -0.4761  0.295
15 H 2.5936 2.4247 0.2903  0.256
16 H 1.2876 3.4008 1.1176  0.299
17 C -0.4060 -2.9925 -2.4040  -0.960
18 H -0.7156 -3.9091 -1.8861  0.269
19 H 0.3047 -3.2511 -3.2008  0.269
20 H -1.2894 -2.5231 -2.8609  0.270
21 C 2.0439 -2.4213 -0.9976  -0.993
22 H 2.7624 -1.5958 -0.9223  0.269
23 H 2.3070 -3.0413 -1.8661  0.301
24 H 2.0984 -3.0517 -0.1007  0.292
25 Sn 3.1809 0.3348 1.5890  0.985
26 C -1.4495 1.4324 0.0398  -0.381
27 C -2.3302 0.8531 -0.9355  -0.121
28 C -3.5644 0.1989 -0.4169  -0.474
29 C -3.3927 -1.2281 0.2342  -0.467
30 C -2.2765 -2.0021 -0.2872  -0.078
31 C -0.9443 -1.8556 0.1615  -0.506
32 C -0.4670 -0.7479 1.1736  -0.400
33 C -1.2055 0.5868 1.3060  -0.447
34 C 2.8879 -1.0611 3.2686  -1.192
35 H -1.7437 2.4609 0.3805  0.272
36 H -2.3597 1.3233 -1.9358  0.212
37 H -4.2258 0.0984 -1.2911  0.253
38 H -4.0526 0.8656 0.3254  0.246
39 H -3.3178 -1.1209 1.3389  0.229
40 H -4.3180 -1.7874 0.0075  0.264
41 H -2.4867 -2.8986 -0.9022  0.222
42 H -0.5389 -2.8193 0.5460  0.261
43 H 0.5989 -0.5238 0.9686  0.163
44 H -0.4100 -1.2404 2.1641  0.266
45 H -2.1887 0.4092 1.7360  0.243
46 H -0.6543 1.1919 2.0445  0.249
47 H 3.5695 -0.7365 4.0789  0.272
48 H 3.1992 -2.0600 2.9222  0.227
49 H 1.8542 -1.1321 3.6611  0.249
50 S 2.5080 2.2727 3.2612  -0.250
51 C 2.6649 1.7791 4.8389  -0.010
52 N 2.7960 1.5154 5.9829  -0.243

=====

Number 1: M 382.4 g mol⁻¹. Number 2: M 1100.5 g mol⁻¹. Number 3: M 562.4 g mol⁻¹. Number 4: M 734.5 g mol⁻¹. Number 5: M 531.2 g mol⁻¹. Number 6: M 450.2 g mol⁻¹.